An isolated ion of composition C4H7FNO and charge -1, computed with ωB97M-V/def2-TZVPD.

Last columns: bonded neighbours and bond lengths (Å).
Geometry (Å):
1 C 0.60825 0.84680 1.15928  C3 1.576, N5 1.497, H8 1.122, H9 1.046
2 C 0.00117 -0.89212 2.60299  N5 1.323, H10 1.118, H11 1.115
3 C -0.51057 1.34930 0.16983  C1 1.576, C4 1.556, F7 1.460
4 C -1.82806 0.61590 0.55376  C3 1.556, H12 1.076, H13 1.147, H14 1.109
5 N 0.60430 -0.62027 1.45783  C1 1.497, C2 1.323, O6 1.276
6 O 0.96184 -1.45335 0.56032  N5 1.276
7 F -0.11039 0.72012 -1.08524  C3 1.460
8 H 1.51423 0.98055 0.51064  C1 1.122
9 H 0.55669 1.47620 1.99262  C1 1.046
10 H -0.06074 -0.14837 3.43558  C2 1.118
11 H 0.02834 -1.93722 2.99081  C2 1.115
12 H -2.62476 1.33797 0.58980  C4 1.076
13 H -1.48670 0.15147 1.54558  C4 1.147
14 H -2.04952 -0.25688 -0.09445  C4 1.109

Total charge ... -1
Orbital gap ... 5.97 eV
LUMO ... 0.1503 Eh
Highest occupied orbital energy ... -0.0692 Ha
Multiplicity ... 1
Energy relative to the best compared isomer or geometry (same formula, charge and spin) ... 1.338 eV